ORCA calculation (ωB97M-V/def2-TZVPD) on a 2-piece molecular cluster, C25H45ClF7NO3PS overall at a distorted geometry.

CARTESIAN COORDINATES (ANGSTROEM)
C -3.94 0.43 -1.54
C -3.09 0.97 -0.46
C -2.79 0.22 0.89
P -1.23 -0.88 1.08
C -2.24 -2.32 0.37
C -3.52 -2.95 1.03
C -3.40 -4.40 1.70
S -5.16 -5.11 1.67
C -0.49 -0.33 -0.64
C 0.14 1.14 -0.72
C 1.38 1.49 0.22
C 2.82 1.44 -0.52
C 3.89 1.83 0.63
C 4.16 0.62 1.66
O 3.42 0.90 2.90
C 4.05 0.25 4.01
O 4.88 0.90 4.67
C 3.63 -1.25 4.41
C 2.89 -1.49 5.59
C 0.41 -1.85 1.33
C 0.79 -3.26 0.80
C 0.96 -3.57 -0.77
Cl -0.06 -4.73 1.61
C -1.69 -1.17 2.96
F -1.54 -2.52 3.41
F -3.05 -0.87 3.32
C -0.93 -0.20 3.99
F -1.16 -0.81 5.29
F 0.46 -0.07 3.90
C -1.41 1.31 4.17
F -2.71 1.55 4.61
F -0.99 2.20 3.14
F -0.61 1.78 5.29
H -5.08 0.46 -1.50
H -3.39 -0.14 -2.38
H -2.75 2.06 -0.65
H -2.71 1.05 1.69
H -3.81 -0.27 1.06
H -0.55 0.27 1.61
H -2.68 -1.82 -0.59
H -1.69 -3.19 -0.11
H -4.26 -3.19 0.17
H -4.18 -2.32 1.70
H -2.82 -5.10 0.98
H -3.04 -4.44 2.77
H -5.39 -5.83 2.82
H 0.44 -0.96 -0.93
H -1.18 -0.58 -1.52
H 0.56 1.20 -1.80
H -0.59 2.01 -0.66
H 1.27 2.61 0.49
H 1.43 0.96 1.22
H 2.79 2.25 -1.34
H 3.04 0.44 -1.03
H 3.39 2.66 1.25
H 4.85 2.26 0.19
H 5.29 0.55 1.85
H 3.73 -0.34 1.20
H 3.89 -2.16 3.75
H 1.98 -0.87 5.93
H 3.17 -2.40 6.21
H 0.67 -1.99 2.46
H 1.29 -1.15 1.03
H 1.88 -3.44 1.18
H 1.61 -2.78 -1.29
H 0.00 -3.81 -1.32
H 1.60 -4.54 -0.82
C 0.40 3.90 -6.96
C 0.26 2.48 -6.42
C -0.39 2.41 -5.03
O 0.48 2.76 -3.96
C 0.60 4.15 -3.72
N 1.58 1.83 -6.44
H 1.21 4.45 -6.48
H 0.63 3.88 -8.03
H -0.53 4.46 -6.83
H -0.39 1.93 -7.12
H -0.68 1.37 -4.84
H -1.31 3.00 -4.99
H -0.34 4.68 -3.91
H 1.40 4.57 -4.34
H 0.87 4.29 -2.68
H 1.46 0.86 -6.16
H 2.12 2.23 -5.68

## Properties
gap between HOMO and LUMO = 6.05 eV
HOMO level = -0.13994 Ha
net charge = -1

ORCA calculation (ωB97M-V/def2-TZVPD) on C26H47AsCoN2O3S3Si3 as an isolated structure at a distorted geometry.

CARTESIAN COORDINATES (ANGSTROEM)
Co -1.11 0.16 -1.30
S -2.12 -0.33 -3.33
C -3.37 -1.39 -2.82
C -4.17 -1.99 -3.79
C -5.13 -2.93 -3.46
C -5.99 -3.45 -4.44
N -6.72 -3.84 -5.24
C -5.27 -3.34 -2.11
C -4.53 -2.67 -1.13
C -3.62 -1.67 -1.45
S -2.88 -0.78 -0.17
C -6.11 -4.41 -1.77
N -6.77 -5.31 -1.49
H -4.02 -1.71 -4.83
H -4.66 -2.95 -0.10
C 1.98 -4.29 -0.21
C 3.30 -3.54 -0.04
C 3.99 -3.41 -1.40
C 4.21 -4.28 0.96
O 3.11 -2.24 0.48
Si 1.72 -1.39 0.77
S 0.72 -1.21 -1.04
O 2.25 -0.03 1.53
C 3.27 0.86 1.15
C 4.63 0.22 1.46
C 3.08 2.13 1.99
C 3.16 1.18 -0.33
O 0.87 -2.24 1.88
C 0.70 -2.14 3.27
C 0.10 -3.47 3.75
C -0.26 -0.99 3.60
C 2.04 -1.89 3.98
H 2.16 -5.31 -0.56
H 1.36 -3.76 -0.93
H 1.44 -4.31 0.73
H 4.18 -4.40 -1.81
H 4.94 -2.88 -1.31
H 3.35 -2.86 -2.07
H 4.44 -5.28 0.60
H 3.69 -4.36 1.91
H 5.13 -3.72 1.10
H 4.74 0.07 2.53
H 5.45 0.85 1.10
H 4.67 -0.75 0.97
H 2.96 1.85 3.03
H 2.19 2.65 1.66
H 3.94 2.79 1.89
H 3.35 0.28 -0.91
H 3.87 1.95 -0.62
H 2.15 1.51 -0.55
H -0.82 -3.67 3.20
H -0.12 -3.42 4.81
H 0.80 -4.29 3.57
H -1.18 -1.11 3.04
H 0.20 -0.06 3.29
H -0.47 -0.97 4.66
H 2.72 -2.72 3.78
H 1.89 -1.80 5.06
H 2.47 -0.98 3.59
C -2.59 2.93 -4.18
Si -1.63 3.86 -2.81
C -0.22 4.87 -3.67
C -2.83 5.29 -2.31
As -0.53 2.47 -1.28
Si -1.20 3.42 0.73
C -0.96 2.11 2.11
C 0.01 4.85 1.24
C -2.93 4.20 1.06
H -2.97 3.58 -4.97
H -3.43 2.41 -3.74
H -1.95 2.18 -4.63
H -0.58 5.59 -4.40
H 0.48 4.20 -4.17
H 0.34 5.41 -2.91
H -3.12 5.87 -3.18
H -2.35 5.96 -1.60
H -3.73 4.91 -1.84
H 0.06 1.75 2.07
H -1.60 1.26 1.91
H -1.15 2.47 3.11
H 1.02 4.60 0.94
H 0.00 5.04 2.31
H -0.26 5.78 0.73
H -3.72 3.54 0.71
H -3.03 5.14 0.53
H -3.08 4.39 2.11

## Properties
spin multiplicity = 4
energy relative to the best compared isomer or geometry (same formula, charge and spin) = 91.0 kJ/mol
gap between HOMO and LUMO (spin up / spin down) = 5.86 / 6.20 eV
HOMO level (spin up / spin down) = -0.06387 / -0.07661 Ha
net charge = -2

ORCA calculation (ωB97M-V/def2-TZVPD) on an isolated ion of composition C3H6N3O and charge +1 at a distorted geometry.

CARTESIAN COORDINATES (ANGSTROEM)
C 0.40 0.40 -1.42
C -0.58 -2.38 0.39
C -0.23 0.09 0.90
N -0.80 0.30 -1.78
N -0.45 -1.55 1.29
N 0.71 0.30 -0.05
O -0.61 -3.06 -0.51
H 1.29 0.56 -2.03
H -0.67 -1.70 2.27
H -1.23 0.36 0.53
H 0.02 0.47 1.88
H -0.99 0.40 -2.77
H 1.69 0.32 0.19

## Properties
SMILES string = [H]/N=C/NC[NH+]=C=O
energy relative to the best compared isomer or geometry (same formula, charge and spin) = 66.0 kJ/mol
gap between HOMO and LUMO = 9.75 eV
HOMO level = -0.53480 Ha
net charge = +1

ORCA calculation (ωB97M-V/def2-TZVPD) on a 2-piece molecular cluster, C6H10O overall at a distorted geometry.

CARTESIAN COORDINATES (ANGSTROEM)
C 0.60 1.67 0.57
O -0.05 0.83 -0.36
C 2.05 -0.31 -0.81
C 2.97 -0.35 0.01
H 1.38 2.11 -0.06
H 0.01 2.52 0.92
H 1.01 1.17 1.45
H 3.73 -0.73 0.65
C -2.42 -0.24 -0.71
C -1.09 -0.39 -0.07
C -0.62 -1.36 0.69
H 1.71 -0.81 -1.71
H -2.93 0.64 -0.32
H -3.06 -1.09 -0.48
H -2.39 -0.14 -1.79
H 0.37 -1.30 1.11
H -1.24 -2.22 0.90

## Properties
SMILES string = C=C(C)OC.C#C
energy relative to the best compared isomer or geometry (same formula, charge and spin) = 465.1 kJ/mol
gap between HOMO and LUMO = 10.14 eV
HOMO level = -0.33439 Ha

| no. | E_tot (eV) |
| --- | --- |
| 1 | -85944.0576 |
| 2 | -191463.1601 |
| 3 | -9718.0460 |
| 4 | -8426.4198 |